No. 1
123
Properties=species:S:1:pos:R:3:mulliken_charge:R:1 method="wB97M-V/def2-TZVPD" e_lumo_ha="-0.353 / -0.528" s_squared=6.049 multiplicity=5 charge=+4
Pd 0.63704 0.02108 -0.60717 0.30
C 4.06594 0.18558 1.09283 -1.12
N 3.58134 -0.02232 2.43763 1.12
C 2.35654 -0.67522 2.72113 -1.59
P 0.74354 0.06788 1.99473 2.12
C 0.45494 1.70508 2.70583 0.96
C 1.42774 2.55288 3.22573 -0.88
C 1.06374 3.80448 3.69253 -0.55
C -0.25646 4.22718 3.62023 -1.02
C -1.22846 3.38848 3.09103 -0.91
C -0.87706 2.13748 2.63133 -1.06
C -0.40626 -0.99582 2.91823 1.01
C -0.66406 -2.27952 2.43283 -0.58
C -1.56286 -3.09842 3.09033 -0.66
C -2.19706 -2.64532 4.24173 -0.92
C -1.91926 -1.38292 4.74523 -0.81
C -1.02896 -0.55652 4.08793 -0.83
C 4.46654 0.27618 3.46383 0.53
C 4.69354 -0.64502 4.51003 -0.23
C 5.65634 -0.39052 5.46083 -0.94
C 6.37464 0.80458 5.45103 -0.41
C 6.13614 1.73548 4.43793 -0.97
C 5.21204 1.47248 3.45333 0.00
P 3.01524 -0.23262 -0.40707 1.87
C 3.38664 -1.94562 -0.87427 0.83
C 3.44454 -2.23022 -2.24417 -0.95
C 3.66804 -3.52102 -2.67757 -0.86
C 3.80414 -4.54962 -1.75357 -0.68
C 3.75334 -4.27302 -0.39197 -0.81
C 3.52404 -2.98372 0.04933 -0.43
C 3.86174 0.79658 -1.63767 0.37
C 5.15244 0.48648 -2.06647 -0.32
C 5.76284 1.28718 -3.01467 -0.85
C 5.09234 2.37988 -3.54817 -0.70
C 3.81274 2.69628 -3.11347 -0.71
C 3.19604 1.90758 -2.15797 -0.11
H 5.01224 -0.36422 0.96343 0.51
H 4.31484 1.25088 0.95973 0.53
H 2.20924 -0.71782 3.80453 1.09
H 2.32364 -1.69532 2.31063 0.05
H 2.45624 2.23148 3.29593 0.26
H 1.80844 4.45418 4.12563 0.48
H -0.53226 5.20338 3.98493 0.46
H -2.25906 3.70658 3.05423 0.56
H -1.62916 1.46138 2.24303 0.83
H -0.14986 -2.62962 1.54393 0.26
H -1.77126 -4.09172 2.72183 0.58
H -2.89656 -3.28162 4.75933 0.50
H -2.38796 -1.03812 5.65483 0.51
H -0.81566 0.42318 4.48423 0.50
H 4.19044 -1.60002 4.50473 0.49
H 5.88194 -1.13872 6.20693 0.46
H 7.10774 1.00808 6.21703 0.47
H 6.66064 2.67898 4.44583 0.46
H 5.00824 2.22448 2.70453 0.36
H 3.34944 -1.42872 -2.96447 0.76
H 3.74234 -3.72432 -3.73377 0.52
H 3.95534 -5.56062 -2.09627 0.49
H 3.90404 -5.06222 0.32593 0.55
H 3.49804 -2.78402 1.11243 0.20
H 5.66994 -0.37172 -1.66307 0.51
H 6.76494 1.05598 -3.33987 0.49
H 5.56974 2.98418 -4.30437 0.47
H 3.30284 3.55358 -3.52607 0.53
H 2.19334 2.14228 -1.79757 -0.03
C -4.45826 -4.64602 0.69453 -1.57
C -4.60056 -3.80772 -0.58657 1.86
C -4.64766 -4.71622 -1.82297 -1.66
C -5.92606 -3.04122 -0.52917 -2.06
C -3.38926 -2.90432 -0.65257 0.02
C -2.11756 -3.45162 -0.84667 -1.40
C -1.01556 -2.61972 -0.86417 -1.19
N -1.10676 -1.30362 -0.72917 0.81
C -2.30996 -0.73232 -0.57187 0.03
C -3.45736 -1.51862 -0.51137 -0.46
C -2.31306 0.74398 -0.50587 -0.28
C -3.46506 1.52768 -0.52607 -0.30
C -3.38436 2.92008 -0.50047 -0.17
C -2.10246 3.47618 -0.45817 -1.18
C -1.00066 2.64478 -0.43967 -1.39
N -1.10526 1.32438 -0.46467 1.59
C -4.59906 3.81998 -0.51507 1.72
C -4.54986 4.69088 -1.77837 -1.63
C -4.55886 4.69258 0.75063 -1.53
C -5.92646 3.05408 -0.52127 -2.06
H -5.28416 -5.34822 0.75843 0.48
H -4.48066 -4.01442 1.58003 0.34
H -3.52986 -5.21252 0.69523 0.38
H -5.58006 -5.27592 -1.83177 0.49
H -3.83636 -5.44122 -1.82237 0.33
H -4.59476 -4.13832 -2.74257 0.39
H -6.75686 -3.74282 -0.50487 0.45
H -6.05706 -2.42262 -1.41427 0.47
H -6.00086 -2.43902 0.37383 0.42
H -1.97576 -4.51202 -0.97857 0.55
H -0.01686 -3.02772 -0.99827 0.77
H -4.41276 -1.04722 -0.35657 0.66
H -4.42996 1.05518 -0.58227 0.83
H -1.95416 4.54288 -0.43957 0.69
H 0.00604 3.05318 -0.39447 0.48
H -3.67266 5.33398 -1.78867 0.36
H -5.43136 5.32478 -1.81847 0.47
H -4.53566 4.08068 -2.67887 0.39
H -3.65106 5.28998 0.79253 0.37
H -4.61486 4.07888 1.64703 0.34
H -5.40666 5.37158 0.75743 0.48
H -6.03866 2.46948 -1.43197 0.46
H -6.75846 3.75418 -0.49347 0.41
H -6.02066 2.41938 0.35723 0.47
C 0.54794 0.04948 -7.16537 -1.51
C 0.44674 0.08148 -5.68987 0.93
C 0.13664 1.25008 -4.99047 -1.00
C 0.12364 1.24258 -3.61017 -0.63
N 0.37414 0.14838 -2.88857 1.00
C 0.62944 -0.98632 -3.54427 -0.59
C 0.70394 -1.05582 -4.91927 -1.18
H 0.03914 0.89218 -7.62797 0.40
H 0.16514 -0.88642 -7.57047 0.42
H 1.60594 0.10888 -7.43817 0.31
H -0.07736 2.16608 -5.51767 0.49
H -0.08476 2.15688 -3.06857 0.56
H 0.80564 -1.87632 -2.94837 0.57
H 0.96654 -1.99202 -5.38567 0.54

=====

No. 2
133
Properties=species:S:1:pos:R:3:mulliken_charge:R:1 method="wB97M-V/def2-TZVPD" e_lumo_ha=0.062 multiplicity=1 charge=-1 e_above_lowest_ev=1.690
Mg -0.20869 0.22091 -0.37135 0.89
C 3.38462 4.50588 1.90563 -1.72
C 1.95910 4.08941 1.60785 1.44
C 0.96306 5.20228 1.89276 -1.83
O 1.66724 2.93472 2.37060 -0.13
C 0.72323 2.19114 1.61899 -2.00
C 1.22424 2.41624 0.14008 0.62
O 1.84406 3.68286 0.24919 -0.23
C 2.11979 1.39802 -0.66875 3.11
O 1.63157 0.11351 -0.47980 -0.82
C 2.01194 1.75408 -2.17188 0.51
C 1.79453 3.04134 -2.64944 -0.09
C 1.69690 3.28162 -4.01356 -1.11
C 1.82603 2.24245 -4.92107 -0.81
C 2.05098 0.95292 -4.45390 -0.83
C 2.13965 0.71267 -3.09044 -0.62
C 3.61120 1.46267 -0.31108 -0.20
C 4.42187 2.53931 -0.66972 -0.25
C 5.77762 2.53008 -0.38174 -0.69
C 6.35053 1.44285 0.26797 -0.78
C 5.55157 0.36689 0.62283 -0.70
C 4.19310 0.37636 0.32827 -0.34
C 0.32853 0.82706 2.27061 4.13
O -0.56160 0.17045 1.43169 -0.93
C 1.48641 -0.09823 2.69629 -0.04
C 2.73941 0.33417 3.12049 0.19
C 3.68049 -0.56907 3.60033 -0.72
C 3.38688 -1.91938 3.67908 -1.04
C 2.13670 -2.36054 3.26295 -0.71
C 1.20319 -1.46070 2.77443 -0.71
C -0.41725 1.15419 3.59807 -0.32
C 0.15817 1.88758 4.63547 -0.05
C -0.55040 2.14299 5.80019 -1.18
C -1.84138 1.65840 5.96053 -0.53
C -2.41508 0.91533 4.94084 -0.93
C -1.70808 0.66834 3.77017 -0.39
H 3.45953 4.83286 2.94351 0.45
H 3.66543 5.33029 1.25044 0.33
H 4.05874 3.66714 1.73889 0.30
H 1.03448 5.49207 2.94211 0.41
H -0.05499 4.87145 1.68499 0.31
H 1.16116 6.06048 1.25269 0.42
H -0.23011 2.74107 1.63610 0.56
H 0.31789 2.54937 -0.47816 -1.29
H 1.66170 3.87009 -1.96838 0.72
H 1.49443 4.28982 -4.35378 0.50
H 1.74491 2.43131 -5.98487 0.38
H 2.15770 0.13128 -5.15313 0.42
H 2.30954 -0.28902 -2.71561 0.57
H 3.98926 3.39024 -1.17803 0.29
H 6.39114 3.37545 -0.67016 0.42
H 7.41289 1.43314 0.48120 0.39
H 5.98277 -0.48837 1.13055 0.49
H 3.56428 -0.46532 0.58317 0.27
H 2.99760 1.37907 3.06555 0.28
H 4.65413 -0.20508 3.90667 0.48
H 4.11734 -2.62237 4.06160 0.39
H 1.89119 -3.41277 3.32862 0.57
H 0.22492 -1.79289 2.44770 0.58
H 1.16574 2.26221 4.53084 0.39
H -0.08993 2.72709 6.58822 0.42
H -2.39169 1.85580 6.87260 0.38
H -3.42221 0.52949 5.04929 0.43
H -2.14875 0.10298 2.96097 0.23
N -6.55603 3.35538 -0.48287 -0.53
C -5.91655 2.40105 -0.50358 -0.03
C -5.16167 1.17690 -0.54092 0.03
C -5.82691 -0.04338 -0.55131 -0.77
C -5.06653 -1.19389 -0.59987 -0.59
C -3.68666 -1.07146 -0.65096 0.29
N -3.03913 0.09030 -0.64697 0.38
C -3.76900 1.20322 -0.57908 -0.45
H -6.90783 -0.07469 -0.51902 0.51
H -5.52332 -2.17393 -0.60156 0.52
H -3.06307 -1.94909 -0.70597 -0.50
H -3.23349 2.14561 -0.57764 0.66
O 0.11982 7.63946 -3.07137 -0.70
S -0.33838 6.98837 -1.87295 1.07
O 0.22796 7.43470 -0.62625 -0.65
N -0.22474 5.36100 -2.01437 -0.13
C -1.39690 4.78126 -1.97416 0.54
S -1.68590 3.11716 -2.13313 -0.46
C -2.54911 5.73877 -1.81868 0.20
C -3.90214 5.46351 -1.73877 -0.59
C -4.78853 6.52655 -1.62142 -0.58
C -4.32747 7.84077 -1.59436 -0.42
C -2.96734 8.11706 -1.67106 -0.66
C -2.10547 7.04477 -1.77355 -0.05
H -4.25301 4.44161 -1.76370 0.38
H -5.84988 6.32416 -1.55366 0.43
H -5.03624 8.65507 -1.51038 0.37
H -2.59435 9.13276 -1.65182 0.43
C -3.38885 -4.87779 -0.91932 -2.19
C -2.16367 -5.16297 -0.03534 2.80
C -2.35125 -4.39943 1.29068 -1.78
C -2.16234 -6.67187 0.27183 -1.74
Si -0.54186 -4.67547 -0.92637 -1.19
Br -0.49998 -2.33643 -0.94939 -0.87
C -0.51255 -5.06113 -2.80667 2.66
C 0.87628 -4.74209 -3.38732 -2.01
C -0.82718 -6.54755 -3.04997 -1.77
C -1.51697 -4.22418 -3.62014 -1.77
C 1.04652 -5.17852 0.01062 3.04
C 1.42080 -6.62917 -0.34483 -1.91
C 0.85151 -5.10454 1.53141 -1.78
C 2.23910 -4.26234 -0.32598 -1.71
H -4.29558 -5.05799 -0.33283 0.67
H -3.42557 -5.53846 -1.78561 0.33
H -3.41303 -3.84830 -1.27540 0.27
H -3.35181 -4.61285 1.68045 0.57
H -2.25623 -3.32197 1.16954 0.27
H -1.63431 -4.70500 2.04774 0.33
H -3.12731 -6.94581 0.70971 0.52
H -1.38807 -6.94735 0.98691 0.30
H -2.02225 -7.27670 -0.62633 0.32
H 1.65084 -5.40556 -3.00494 0.35
H 1.16746 -3.71095 -3.18099 0.25
H 0.84063 -4.86905 -4.47338 0.63
H -0.16078 -7.21435 -2.50138 0.26
H -0.71254 -6.76617 -4.11611 0.54
H -1.85428 -6.79309 -2.77410 0.33
H -1.32891 -3.15728 -3.51286 0.26
H -2.55123 -4.41641 -3.34660 0.30
H -1.40077 -4.48301 -4.67679 0.61
H 0.61306 -7.33266 -0.12641 0.34
H 2.28814 -6.92395 0.25339 0.56
H 1.69390 -6.74045 -1.39358 0.33
H 0.10896 -5.81473 1.89371 0.19
H 0.56968 -4.10176 1.85356 -0.09
H 1.80047 -5.35643 2.01259 0.84
H 2.51260 -4.30025 -1.37849 0.28
H 3.10459 -4.59214 0.25663 0.54
H 2.04548 -3.22257 -0.06445 0.12